No. 1
Formula: C18H45F9MgN4O13S3
Source: OMol25
Level of theory: ωB97M-V/def2-TZVPD

Summary:
energy	-114382.515	eV
gap between HOMO and LUMO	9.5	eV
E_LUMO	0.02	eV
HOMO level	-9.442	eV

Each line ends with the Mulliken charge.
CARTESIAN COORDINATES (ANGSTROEM)
Mg 1.51 0.81 0.11  4.74
C 2.41 5.20 -0.42  0.54
F 2.42 6.23 -1.30  -0.22
F 3.62 4.56 -0.50  -0.23
F 2.34 5.76 0.79  -0.23
S 1.14 3.94 -0.92  1.08
O -0.17 4.39 -0.65  -0.78
O 1.36 3.84 -2.31  -0.77
O 1.61 2.84 -0.09  -1.10
C -2.42 -2.25 3.30  0.54
F -3.58 -2.94 3.47  -0.20
F -1.92 -1.70 4.40  -0.20
F -1.51 -3.16 2.80  -0.20
S -2.64 -0.85 2.12  0.85
O -2.91 -1.55 0.89  -0.72
O -3.54 0.02 2.82  -0.65
N -1.16 -0.31 1.94  -0.54
S -0.41 0.75 2.73  0.79
O -0.23 0.46 4.11  -0.69
O 0.81 1.13 1.99  -1.15
C -1.07 2.39 2.73  0.30
F -1.36 2.76 1.48  -0.03
F -2.33 2.50 3.38  -0.25
F -0.25 3.22 3.33  -0.18
C 1.76 -2.40 5.22  -0.56
O 1.37 -2.92 3.91  -0.51
H 0.84 -2.27 5.82  0.25
H 2.35 -3.26 5.64  0.24
H 2.47 -1.57 5.21  0.24
H 0.55 -2.55 3.58  0.24
C 1.22 -2.98 -3.76  -0.63
O 1.97 -3.00 -2.58  -0.33
H 0.86 -4.02 -4.06  0.32
H 0.40 -2.28 -3.62  0.21
H 1.81 -2.69 -4.64  0.27
H 2.60 -3.73 -2.68  0.27
C -0.46 -4.05 -0.42  -0.93
O -0.61 -2.61 -0.31  0.05
H 0.07 -4.45 -1.30  0.24
H 0.03 -4.47 0.45  0.26
H -1.50 -4.51 -0.46  0.33
H -1.56 -2.44 -0.01  0.20
C 3.44 -3.10 1.03  -1.70
C 2.94 -1.71 1.28  1.06
C 3.92 -0.69 0.74  -1.47
O 3.32 0.64 0.78  0.59
C 3.95 1.67 1.53  -0.78
N 1.71 -1.48 0.56  0.89
H 4.36 -3.33 1.61  0.43
H 3.53 -3.16 -0.03  0.35
H 2.63 -3.76 1.34  0.29
H 2.71 -1.52 2.36  0.07
H 4.20 -0.93 -0.31  -0.02
H 4.80 -0.78 1.31  0.72
H 5.04 1.49 1.52  0.35
H 3.65 1.56 2.61  0.12
H 3.69 2.60 1.08  0.13
H 0.88 -1.59 1.18  -0.74
H 1.61 -2.08 -0.29  -0.37
C -1.26 -0.22 -3.12  -1.89
C -0.06 -0.19 -2.20  2.11
C 1.24 0.46 -2.85  -1.26
O 2.31 0.34 -1.97  -0.36
C 3.41 1.10 -2.41  -1.12
N -0.38 0.60 -0.93  0.99
H -0.96 -0.62 -4.16  0.48
H -1.60 0.78 -3.36  0.48
H -2.08 -0.80 -2.67  0.24
H 0.24 -1.19 -1.86  -1.08
H 1.09 1.51 -3.06  0.64
H 1.45 -0.01 -3.85  0.43
H 4.16 1.18 -1.65  0.27
H 3.06 2.03 -2.76  0.44
H 3.92 0.54 -3.23  0.16
H -1.01 -0.03 -0.39  -1.05
H -0.95 1.41 -1.19  -0.35
C -4.95 3.39 -1.13  -1.50
C -3.86 2.43 -0.60  0.28
C -4.09 1.03 -1.03  0.12
O -5.29 0.48 -0.45  -0.44
C -5.57 -0.69 -1.24  -0.52
N -2.52 2.74 -1.20  -0.28
H -5.00 4.42 -0.83  0.38
H -5.94 2.96 -1.02  0.31
H -4.82 3.37 -2.22  0.37
H -3.68 2.44 0.51  0.15
H -3.24 0.36 -0.80  -0.42
H -4.33 1.08 -2.08  0.64
H -6.49 -1.05 -0.70  0.30
H -4.74 -1.45 -1.02  0.07
H -5.63 -0.66 -2.32  0.31
H -2.08 3.44 -0.58  0.12
H -2.63 3.19 -2.15  0.22

=====

No. 2
Formula: C2H2ClO3
Source: OMol25
Level of theory: ωB97M-V/def2-TZVPD

Summary:
energy	-20770.565	eV
gap between HOMO and LUMO	7.8	eV
energy above the lowest of the compared OMol25 structures with the same formula, charge and spin	283.1	kJ/mol
E_LUMO	3.96	eV
HOMO level	-3.855	eV
total charge	-1

Each line ends with the natural charge from an NBO analysis.
CARTESIAN COORDINATES (ANGSTROEM)
C 0.75 -0.76 -0.14  0.68
C 1.13 0.23 0.81  -0.21
O -0.03 -1.35 -0.86  -0.66
O 1.87 -0.99 0.45  -0.51
O -2.26 0.36 -0.18  -0.98
Cl 1.94 1.58 -0.20  -0.28
H -1.40 -0.05 -0.41  0.50
H -2.01 0.98 0.54  0.46

=====

No. 3
Formula: C4H3FS
Source: OMol25
Level of theory: ωB97M-V/def2-TZVPD

Summary:
energy	-17747.216	eV
SMILES string	Fc1cccs1
gap between HOMO and LUMO	8.9	eV
energy above the lowest of the compared OMol25 structures with the same formula, charge and spin	112.1	kJ/mol
E_LUMO	0.19	eV
HOMO level	-8.740	eV

Each line ends with the natural charge from an NBO analysis.
CARTESIAN COORDINATES (ANGSTROEM)
F 2.10 -0.91 1.32  -0.31
C 1.09 -0.58 0.52  0.26
C 0.16 0.33 0.86  -0.38
C -0.85 0.58 -0.11  -0.27
C -0.80 -0.07 -1.26  -0.14
S 1.00 -1.35 -1.03  0.14
H 0.20 0.86 1.80  0.23
H -1.64 1.28 0.11  0.24
H -1.28 -0.15 -2.21  0.22

=====

No. 4
Formula: C4H7N3O
Source: OMol25
Level of theory: ωB97M-V/def2-TZVPD

Summary:
energy	-10768.857	eV
gap between HOMO and LUMO	9.0	eV
energy above the lowest of the compared OMol25 structures with the same formula, charge and spin	1050.8	kJ/mol
E_LUMO	0.20	eV
HOMO level	-8.814	eV

Each line ends with the natural charge from an NBO analysis.
CARTESIAN COORDINATES (ANGSTROEM)
C -1.60 -1.31 -0.07  -0.65
C -0.18 -0.73 0.40  -0.19
C 0.88 -1.69 0.41  0.28
C -0.89 1.45 -0.64  0.28
H -1.12 -2.60 0.26  0.27
H -1.62 -0.93 -1.20  0.23
H -2.64 -1.04 0.40  0.25
H -0.27 -0.50 1.44  0.26
H 1.40 2.02 -0.56  0.54
H -2.09 0.88 -0.56  0.23
H -0.86 3.54 -1.18  0.39
N 1.47 -2.76 0.73  -0.28
N -0.01 0.60 -0.14  -0.14
N -0.07 2.61 -1.14  -0.87
O 1.03 1.15 0.57  -0.59

=====

No. 5
Formula: CH3ClOSi
Source: OMol25
Level of theory: ωB97M-V/def2-TZVPD

Summary:
energy	-23533.413	eV
SMILES string	Cl[Si@H]1CO1
gap between HOMO and LUMO	10.4	eV
energy above the lowest of the compared OMol25 structures with the same formula, charge and spin	0.0	kJ/mol
E_LUMO	0.54	eV
HOMO level	-9.892	eV

Each line ends with the natural charge from an NBO analysis.
CARTESIAN COORDINATES (ANGSTROEM)
Cl 2.47 -0.54 0.15  -0.34
Si 0.66 -0.20 -0.50  1.44
C -0.85 -0.05 0.57  -0.48
O -0.05 1.14 0.13  -0.87
H 0.68 -0.12 -1.98  -0.17
H -1.80 -0.07 -0.02  0.19
H -1.11 -0.15 1.66  0.22

=====

No. 6
Formula: C11H17N3O6Sr
Source: OMol25
Level of theory: ωB97M-V/def2-TZVPD

Summary:
energy	-29279.078	eV
gap between HOMO and LUMO	8.5	eV
E_LUMO	-0.09	eV
HOMO level	-8.573	eV

Each line ends with the natural charge from an NBO analysis.
CARTESIAN COORDINATES (ANGSTROEM)
Sr -1.31 -0.26 -0.88  1.84
N -0.99 -0.53 1.71  -0.92
C -0.36 0.69 2.21  -0.35
C -0.62 1.94 1.32  0.77
O -0.39 3.04 1.81  -0.67
O -1.02 1.69 0.14  -0.93
H -1.98 -0.56 1.97  0.40
H -0.58 -1.33 2.17  0.37
H 0.73 0.54 2.21  0.19
H -0.64 0.94 3.24  0.20
O 1.04 -0.37 -1.96  -0.67
C 1.91 -0.69 -1.18  0.81
O 1.63 -1.36 -0.08  -0.68
C 3.39 -0.37 -1.36  -0.18
N 4.13 -0.86 -0.19  -0.65
C 4.68 0.32 0.51  -0.23
C 4.86 1.37 -0.58  -0.42
C 3.62 1.16 -1.44  -0.41
H 3.72 -0.86 -2.28  0.24
H 4.88 -1.48 -0.46  0.38
H 2.51 -1.50 0.36  0.53
H 5.60 0.06 1.03  0.21
H 3.96 0.67 1.25  0.20
H 5.77 1.17 -1.15  0.20
H 4.93 2.39 -0.18  0.23
H 3.73 1.50 -2.46  0.23
H 2.77 1.69 -1.00  0.23
O -3.40 -0.36 -2.34  -0.75
C -4.08 -0.65 -1.34  0.66
C -5.59 -0.59 -1.27  -0.52
C -5.87 -0.95 0.18  -0.52
C -4.48 -1.16 0.78  0.69
O -4.24 -1.39 1.95  -0.62
N -3.53 -1.01 -0.18  -0.81
H -6.01 -1.29 -1.99  0.23
H -5.92 0.41 -1.56  0.24
H -6.46 -1.85 0.31  0.23
H -6.37 -0.15 0.74  0.24